Record 1
82
Properties=species:S:1:pos:R:3:forces:R:3 method="wB97M-V/def2-TZVPD" largest_force_ev_per_a=5.6 s_squared=15.883 de_lowest_kcal_mol=109.25 multiplicity=8 charge=-1 energy_ev=-106929.083 e_homo_ev="-2.65 / -5.39"
Gd 1.0099 1.2818 -1.4038 -0.568 -0.320 1.310
N 1.7877 2.5102 0.4368 0.260 0.466 -0.091
C 2.4673 3.5587 -0.3776 -0.037 -0.284 0.116
C 3.0288 2.9082 -1.6384 0.164 0.305 -0.604
O 4.1453 2.3752 -1.5737 0.341 0.016 -0.130
N 2.1418 2.7986 -2.6679 0.628 0.009 -0.036
C 2.6206 2.0830 -3.8600 0.137 0.246 0.308
C 2.2396 0.6048 -3.9870 -0.052 -0.203 0.561
O 2.2846 0.0712 -5.0756 -0.043 -0.185 -0.107
O 1.8951 0.0061 -2.8601 0.757 -0.185 -1.403
H 0.8827 2.8707 1.7446 -0.086 0.039 0.152
H 2.5342 1.9929 0.8954 0.092 -0.090 0.052
H 3.3088 4.0016 0.1454 0.142 0.155 0.162
H 1.7629 4.3423 -0.6366 -0.183 0.156 -0.033
H 3.7092 2.0946 -3.8911 0.188 0.058 -0.063
H 2.2443 2.5711 -4.7505 -0.060 0.150 -0.174
I 1.4574 -4.7892 0.8273 0.230 0.302 -0.101
C 2.3822 -3.0091 0.2053 -0.026 -0.051 0.054
C 3.7117 -2.9979 -0.1918 -0.049 -0.210 -0.009
C 4.2881 -1.7927 -0.5546 -0.035 0.022 0.098
C 3.5196 -0.6446 -0.4938 0.091 0.040 0.094
N 2.2340 -0.6543 -0.1310 -0.075 -0.277 -0.080
C 1.6702 -1.8174 0.2011 -0.106 -0.134 0.032
H 4.2804 -3.9203 -0.2282 -0.033 0.067 0.027
H 5.3167 -1.7319 -0.8852 -0.043 -0.036 0.034
H 3.9392 0.3195 -0.7517 0.040 0.096 -0.113
H 0.6154 -1.7998 0.4660 0.059 -0.007 0.010
N -1.0498 0.6408 -1.9179 0.125 2.452 0.850
C -1.6856 -0.4099 -2.1975 -2.778 -4.815 -0.852
C -2.2578 -0.6532 -3.5821 0.778 0.411 0.900
C -3.5699 -1.0921 -3.7450 -0.418 -0.107 -0.111
C -4.1139 -1.2367 -5.0182 0.248 -0.073 0.265
C -3.3336 -0.9785 -6.1390 0.113 0.032 -0.091
C -2.0122 -0.5673 -5.9806 -0.068 -0.002 0.078
C -1.4787 -0.3977 -4.7089 0.034 0.202 -0.293
C -1.9239 -1.5236 -1.1871 0.412 1.680 -1.077
C -2.0524 -1.2307 0.1692 0.224 0.026 0.557
C -2.1595 -2.2485 1.1098 0.037 0.024 -0.157
C -2.1228 -3.5804 0.7052 -0.126 0.035 0.354
C -2.0046 -3.8837 -0.6441 -0.102 0.417 -0.455
C -1.9219 -2.8592 -1.5837 0.015 -0.828 -0.112
H -4.1707 -1.3160 -2.8678 0.051 0.092 -0.082
H -5.1431 -1.5571 -5.1323 0.037 -0.004 0.023
H -3.7503 -1.1057 -7.1322 0.028 0.032 0.050
H -1.3894 -0.3813 -6.8485 -0.031 -0.011 0.048
H -0.4474 -0.0868 -4.5834 -0.013 -0.047 -0.060
H -2.0547 -0.1914 0.4722 -0.077 0.051 0.115
H -2.2649 -2.0045 2.1602 0.022 0.007 -0.009
H -2.1873 -4.3759 1.4395 0.023 0.069 -0.020
H -1.9660 -4.9182 -0.9692 -0.004 0.084 -0.011
H -1.8217 -3.0970 -2.6377 0.039 -0.004 0.095
C 0.3197 0.3894 2.8148 -0.195 -0.204 -0.049
C 0.5862 -0.8568 3.6220 0.108 -0.015 0.083
C -0.3870 -1.4420 4.4340 0.014 0.004 0.010
C -0.1110 -2.5933 5.1665 0.066 0.060 -0.080
C 1.1480 -3.1843 5.0983 -0.076 0.105 -0.043
C 2.1291 -2.6135 4.2965 -0.099 0.118 -0.050
C 1.8448 -1.4600 3.5695 0.034 -0.058 0.026
H 0.9732 0.3780 1.9413 0.014 0.057 -0.091
H -0.7100 0.4029 2.4447 -0.046 -0.094 0.094
H -1.3715 -0.9854 4.4858 0.071 -0.047 0.009
H -0.8845 -3.0348 5.7878 0.068 0.045 -0.063
H 1.3593 -4.0875 5.6594 -0.019 0.046 -0.025
H 3.1116 -3.0711 4.2260 -0.102 0.057 -0.003
H 2.6087 -1.0243 2.9295 -0.040 -0.035 0.061
N -4.3730 3.8671 3.1346 0.100 -0.053 0.019
C -3.2936 3.4795 3.2693 0.624 -0.233 0.159
C -1.9510 2.9857 3.4442 -0.795 -0.006 0.596
C -1.4792 2.4159 4.7115 -0.569 0.289 -0.141
C -0.2578 1.8954 4.8060 0.184 -0.206 -0.236
C 0.5586 1.7281 3.5452 0.141 0.339 0.010
N 0.2526 2.8325 2.6208 0.542 -0.595 0.153
C -0.9997 3.2269 2.4993 -0.292 0.394 -0.584
H -2.1191 2.4980 5.5847 0.023 0.001 -0.067
H 0.1341 1.5344 5.7494 -0.003 0.015 -0.071
H 1.6241 1.7888 3.7698 0.082 0.025 0.094
H -1.2355 3.8125 1.6103 0.056 -0.050 0.103
Cl -3.5792 4.5885 -2.2078 0.161 -0.256 0.051
C -2.4683 3.2405 -1.8530 -0.090 0.284 -0.014
Cl -0.7910 3.7980 -1.7601 0.055 0.240 0.020
H -2.5043 2.5086 -2.6417 -0.188 -0.069 -0.177
H -2.7297 2.8035 -0.9027 -0.131 -0.028 0.136

Record 2
79
Properties=species:S:1:pos:R:3:forces:R:3 method="wB97M-V/def2-TZVPD" largest_force_ev_per_a=0.6 de_lowest_kcal_mol=0.00 energy_ev=-104510.722 e_homo_ev=-7.45
Sc 0.1512 0.5354 0.2360 0.479 -0.136 0.399
Cl -5.0571 1.9621 -4.2560 0.003 -0.002 0.000
C -3.5279 1.4593 -3.6160 0.000 -0.001 -0.003
C -3.3035 1.5998 -2.2517 -0.004 -0.006 0.009
C -2.0930 1.2058 -1.6958 -0.008 0.017 0.000
N -1.7411 1.3094 -0.3343 -0.082 0.024 -0.054
C -2.5863 1.8075 0.5913 0.014 0.005 0.005
O -3.7499 2.1712 0.4703 -0.002 -0.001 0.002
C -1.9512 1.9335 1.9629 -0.026 0.118 -0.080
C -2.5597 2.7239 2.9243 -0.015 -0.088 0.070
C -1.9415 2.8663 4.1528 0.013 0.005 -0.004
C -0.7320 2.2226 4.3806 -0.010 0.000 0.002
C -0.1881 1.4634 3.3639 0.008 -0.031 0.021
N -0.7891 1.3128 2.1809 0.024 0.089 -0.074
C -1.0899 0.6559 -2.5280 -0.033 -0.011 -0.014
C -1.3301 0.5269 -3.8895 0.015 0.020 -0.003
C -2.5454 0.9294 -4.4301 -0.007 0.004 0.000
Cl -2.7900 0.7439 -6.1352 -0.002 -0.002 0.004
N 0.0977 0.2913 -1.8639 -0.111 -0.188 -0.128
C 1.1352 -0.2722 -2.5217 -0.032 -0.125 0.043
O 1.2069 -0.6436 -3.6860 -0.003 0.085 -0.033
C 2.3570 -0.4705 -1.6495 -0.029 0.120 -0.192
C 3.5882 -0.6736 -2.2537 0.010 -0.143 0.068
C 4.6930 -0.8506 -1.4457 0.006 0.021 0.070
C 4.5352 -0.7921 -0.0649 0.002 -0.027 -0.045
C 3.2767 -0.5553 0.4490 -0.027 -0.046 0.009
N 2.1980 -0.4151 -0.3272 -0.020 0.120 -0.031
H -4.0748 2.0178 -1.6279 0.002 0.001 -0.001
H -3.4958 3.2024 2.6759 -0.003 -0.006 0.001
H -2.3865 3.4824 4.9231 -0.001 -0.001 0.000
H -0.2076 2.3212 5.3203 0.001 -0.002 -0.001
H 0.7711 0.9734 3.4826 0.001 0.001 -0.003
H -0.5766 0.1087 -4.5342 -0.007 -0.005 0.000
H 3.6353 -0.6871 -3.3324 -0.004 -0.015 0.004
H 5.6722 -1.0091 -1.8786 -0.001 -0.003 0.002
H 5.3764 -0.9068 0.6042 0.000 0.003 0.001
H 3.1201 -0.4570 1.5155 -0.005 0.011 0.005
C -1.6080 -2.4465 -1.5170 -0.015 -0.002 0.011
C -1.2474 -2.1975 -0.0732 -0.067 -0.004 -0.041
C -2.2265 -1.6951 0.8022 0.015 -0.004 -0.003
C -3.6081 -1.4266 0.2611 0.003 -0.003 0.004
C -1.9322 -1.5547 2.1623 0.008 0.009 -0.001
C -2.9475 -0.9811 3.1214 0.008 0.004 -0.009
C -0.6832 -1.9623 2.6535 -0.008 0.001 0.007
C -0.4518 -1.9797 4.1466 -0.008 0.005 -0.018
C 0.3076 -2.4313 1.7810 0.002 -0.008 -0.013
C 1.6397 -2.8675 2.3474 -0.004 0.006 0.000
C 0.0124 -2.5806 0.4114 0.025 0.012 -0.026
C 0.9389 -3.3116 -0.5308 0.001 0.016 0.019
H -2.0384 -3.4471 -1.6293 0.001 -0.001 0.003
H -0.7484 -2.3839 -2.1792 -0.003 0.004 0.002
H -2.3433 -1.7316 -1.8776 0.000 -0.001 -0.002
H -3.6196 -0.5905 -0.4400 0.003 0.004 0.004
H -4.3279 -1.2101 1.0431 -0.003 -0.006 0.005
H -3.9684 -2.3033 -0.2801 -0.002 0.007 -0.004
H -3.5634 -1.7652 3.5713 -0.001 0.003 0.003
H -3.6167 -0.2802 2.6286 -0.002 0.000 -0.002
H -2.4597 -0.4419 3.9330 0.002 0.001 0.003
H -0.1340 -1.0089 4.5362 0.006 0.018 0.003
H 0.3021 -2.7102 4.4278 0.001 0.003 0.001
H -1.3677 -2.2458 4.6714 -0.002 0.003 0.001
H 1.5856 -3.8841 2.7468 0.000 -0.001 -0.001
H 1.9565 -2.2176 3.1628 0.001 -0.002 -0.001
H 2.4285 -2.8535 1.6023 0.005 0.001 -0.002
H 1.1355 -2.7498 -1.4425 -0.006 -0.008 -0.004
H 0.4690 -4.2487 -0.8396 0.002 -0.003 0.001
H 1.8958 -3.5597 -0.0841 0.007 0.004 -0.002
S 1.6389 2.4898 0.7440 -0.277 -0.067 -0.037
C 2.4623 2.6356 -0.8229 0.106 0.153 0.092
C 3.8526 2.5710 -0.8934 0.014 -0.019 0.010
C 4.5037 2.6723 -2.1151 -0.005 -0.001 0.011
C 3.7756 2.8398 -3.2838 -0.006 0.012 -0.009
C 2.3910 2.9378 -3.2180 0.009 0.006 -0.018
C 1.7405 2.8535 -1.9974 0.009 -0.007 -0.012
H 4.4191 2.4365 0.0200 0.007 0.000 -0.006
H 5.5851 2.6151 -2.1528 -0.003 0.004 0.004
H 4.2816 2.9073 -4.2381 0.000 0.002 -0.005
H 1.8119 3.0796 -4.1219 -0.001 0.006 0.001
H 0.6613 2.9349 -1.9485 0.034 0.047 -0.018

Record 3
78
Properties=species:S:1:pos:R:3:forces:R:3 method="wB97M-V/def2-TZVPD" largest_force_ev_per_a=3.2 s_squared=12.057 multiplicity=7 charge=+2 energy_ev=-99954.193 e_homo_ev="-13.64 / -13.65"
Tb -0.1844 -0.7786 0.9088 1.011 1.118 0.086
N 0.6031 1.1096 -0.5889 0.113 0.786 0.484
P -0.7345 2.1569 0.1724 0.391 -0.473 -0.005
C 0.1262 3.8046 0.2092 -1.183 -0.529 -0.744
C -0.5293 5.0164 -0.0724 -0.956 -1.202 0.488
C 0.1193 6.2105 0.1100 -0.394 -0.639 -0.138
C 1.4555 6.1682 0.3845 2.109 2.398 -0.152
C 2.1656 5.0124 0.5340 -0.706 -0.940 0.018
C 1.4567 3.8221 0.5052 1.965 -1.640 0.646
C -2.0442 2.2330 -1.0659 0.817 0.386 0.525
C -1.7602 2.9385 -2.2343 -1.474 -1.106 -0.886
C -2.6732 2.8092 -3.2886 -0.712 0.315 0.885
C -3.9172 2.1773 -3.0906 0.065 -0.366 -0.290
C -4.2037 1.5414 -1.8685 1.033 1.281 -1.029
C -3.2500 1.5552 -0.8660 0.034 0.435 -1.043
P 0.4628 0.1659 -2.1075 0.564 1.994 -0.665
C 1.7110 1.1752 -3.0551 -2.242 -1.723 -0.785
C 1.4367 1.3621 -4.4044 0.923 1.511 -0.684
C 2.2460 2.2532 -5.1664 -0.951 -1.271 0.779
C 3.3536 2.7757 -4.5413 0.574 0.220 -0.542
C 3.7249 2.3863 -3.2488 0.163 1.908 -1.357
C 2.8514 1.6697 -2.5002 1.205 -0.137 0.435
C 1.3359 -1.3403 -1.6392 0.120 -1.172 0.019
C 2.6850 -1.5790 -1.3064 -0.270 1.404 0.548
C 3.1269 -2.7688 -0.7822 0.379 -0.388 -0.549
C 2.2200 -3.8341 -0.7002 0.780 -1.340 1.193
C 0.9086 -3.6645 -1.0666 -0.633 -0.158 -0.741
C 0.4779 -2.4365 -1.6206 0.657 -0.700 1.472
H 1.4278 1.7665 -0.6144 -0.865 -1.180 -0.014
H -1.5720 4.9553 -0.3619 -0.023 0.292 0.061
H -0.3924 7.1376 0.0322 -0.341 0.594 -0.260
H 2.0401 7.1184 0.3902 -0.671 -0.744 0.208
H 3.2178 4.9883 0.6699 0.701 0.197 0.207
H 2.0213 2.8555 0.7213 -0.712 1.387 -0.166
H -0.8776 3.5325 -2.3431 0.462 0.109 -0.075
H -2.5056 3.3341 -4.2050 0.163 0.124 -0.465
H -4.6634 2.1695 -3.9195 0.708 0.030 0.831
H -5.1641 1.1523 -1.6705 -0.857 -0.578 0.024
H -3.5377 1.0797 0.0312 0.279 -0.426 1.151
H 0.6067 0.9335 -4.9263 -0.565 -0.342 0.208
H 1.9495 2.4480 -6.2000 0.358 0.148 0.387
H 3.9780 3.4823 -5.0769 0.058 -0.107 0.026
H 4.6262 2.8586 -2.8775 0.020 -0.433 0.366
H 3.2006 1.4232 -1.5308 -0.143 -0.189 1.124
H 3.3119 -0.7067 -1.3713 0.590 -0.106 -0.023
H 4.1855 -2.9144 -0.5269 -0.578 0.140 -0.049
H 2.5699 -4.8229 -0.2587 -0.550 1.383 -0.737
H 0.1992 -4.4902 -0.9570 0.285 0.350 -0.135
H -0.5460 -2.2943 -1.8709 -0.789 -0.099 -0.420
Cl -6.3840 -6.5087 1.4639 -0.319 -0.682 -0.021
C -5.1948 -5.3187 1.2586 -0.773 0.484 -0.385
C -4.0015 -5.5963 0.6245 1.209 -1.014 -0.649
C -2.9986 -4.6356 0.6143 -1.003 0.398 0.435
C -3.2915 -3.3463 1.1003 0.515 0.731 0.334
C -4.5949 -3.0148 1.5287 0.734 -0.525 -0.833
C -5.5473 -4.0226 1.6132 0.715 1.264 0.378
C -2.1643 -2.3613 1.2011 -0.522 -1.239 -0.418
O -2.2710 -1.0922 1.4599 -0.375 -1.112 -0.226
O -0.9782 -2.8353 0.9563 -0.725 0.578 0.188
H -3.8061 -6.5787 0.1184 -0.367 0.964 0.899
H -2.0296 -4.8869 0.2340 0.294 0.049 -0.120
H -4.8225 -1.9663 1.6545 -0.168 -0.041 0.517
H -6.5233 -3.7388 1.9788 -0.148 -0.444 -0.049
C 3.1839 -3.5352 4.7609 -1.201 -0.389 -0.327
C 2.4049 -2.3614 4.2622 -0.248 1.291 1.250
C 2.1741 -1.0906 4.8135 -0.830 -0.600 -1.148
C 1.1892 -0.5104 3.9663 1.534 1.529 1.566
N 0.8842 -1.2871 2.9488 0.428 -1.772 -0.150
N 1.6122 -2.4485 3.1971 -0.178 0.186 -0.889
C 0.6326 0.8742 4.1166 -2.591 -0.558 -0.607
H 3.6694 -3.3280 5.7062 0.170 0.141 -0.049
H 3.8999 -3.8553 3.9954 -0.113 -0.187 0.349
H 2.3976 -4.3141 4.9584 1.028 0.294 -0.226
H 2.6002 -0.6590 5.7007 0.026 -0.023 0.028
H 1.5218 -3.2841 2.6465 -0.341 0.059 -0.360
H -0.0511 0.9607 4.9904 0.877 -0.106 -0.203
H -0.0906 1.1254 3.3006 0.466 -0.339 0.145
H 1.3329 1.6671 4.0859 0.992 0.542 0.354